Below is a structure of composition C32H30F6N3O9P2RbS2, with properties calculated with wB97M-V/def2-TZVPD.

F_max   0.8 eV Å⁻¹
Frontier orbital gap   6.5 eV
ΔE to the lowest compared entry with this formula, charge and spin   0.4604 eV
Charge   -2
LUMO level   3.71 eV

Structure (XYZ):
```
85
C32H30F6N3O9P2RbS2 wB97M-V/def2-TZVPD
Rb -1.215 1.590 -0.757
S -2.621 1.460 2.204
S -3.014 0.617 4.793
P -2.193 -0.879 -2.790
P 0.780 -1.123 -2.316
F -1.995 -1.574 5.853
F -1.444 3.750 2.914
F -3.525 3.630 3.473
F -0.599 -0.511 4.613
F -2.971 3.963 1.419
F -2.178 -1.674 3.705
O -3.296 1.309 0.947
O -4.108 0.145 5.584
O 1.015 4.450 -3.024
O 4.329 1.138 -1.326
O -2.179 1.665 5.294
O -1.218 1.127 2.221
O -0.852 3.835 -1.935
O 1.687 1.444 1.847
O 2.852 -0.441 -1.833
N -3.491 0.827 3.309
N 2.283 3.009 -0.708
N -0.837 -1.823 -2.675
C 0.984 -3.680 1.527
C 1.617 -2.918 -5.911
C -3.096 -1.581 -4.233
C 3.442 -3.452 -4.461
C 0.889 -4.316 0.298
C -4.314 -2.629 -6.517
C -4.608 -1.087 -1.389
C 1.010 -2.212 -4.881
C -4.861 -2.094 0.778
C 2.249 2.751 1.837
C -3.532 -2.483 0.746
C 1.150 -1.558 0.405
C 0.899 -3.567 -0.869
C -3.604 -1.443 -6.588
C 3.026 3.000 0.539
C 1.613 -2.104 -3.632
C 1.175 3.942 -0.683
C -2.743 -2.177 -0.353
C 1.121 -2.300 1.576
C -3.814 -2.778 -4.173
C 2.833 -3.547 -5.704
C 0.378 4.094 -2.025
C -3.001 -0.925 -5.451
C 3.171 0.748 -1.492
C -2.634 3.310 2.530
C 2.846 -2.731 -3.439
C -4.419 -3.298 -5.303
C -1.870 -0.865 4.717
C 1.978 1.712 -1.285
C 1.010 -2.180 -0.832
C -3.272 -1.474 -1.428
C -5.399 -1.398 -0.299
H 1.571 4.942 -0.462
H 0.958 -4.257 2.445
H -2.447 0.006 -5.515
H -5.470 -2.307 1.647
H 3.341 -2.624 -2.486
H -4.787 -3.030 -7.405
H 0.801 -5.395 0.245
H -3.908 -3.298 -3.225
H 3.519 3.977 0.642
H -3.095 -3.007 1.586
H 3.305 -4.102 -6.507
H -0.935 -2.832 -2.722
H 0.834 1.462 2.295
H 1.126 -2.971 -6.876
H 1.210 -1.786 2.525
H 1.532 1.887 -2.273
H -5.029 -0.515 -2.210
H -1.696 -2.457 -0.356
H 0.051 -1.741 -5.060
H 1.293 -0.487 0.467
H 2.943 2.857 2.685
H 0.827 -4.074 -1.827
H 4.397 -3.933 -4.283
H -4.973 -4.226 -5.237
H 1.457 3.493 1.980
H -6.432 -1.073 -0.272
H 0.446 3.731 0.124
H -3.518 -0.913 -7.529
H 1.218 1.148 -0.717
H 3.818 2.258 0.443
```